i | ORCA calculation (the ωB97M-V functional and the def2-TZVPD basis) on an isolated molecule of C4H3NO2.

Last column: Löwdin charge in e.
Element x y z (Å)
O (2.703, 0.744, 0.457)  0.08
C (2.002, -0.058, -0.111)  -0.17
C (0.531, -0.056, -0.052)  -0.34
N (-0.261, -0.898, -0.636)  0.14
C (-1.516, -0.466, -0.278)  -0.11
C (-1.429, 0.610, 0.506)  -0.07
O (-0.112, 0.879, 0.672)  0.09
H (2.393, -0.880, -0.737)  0.13
H (-2.187, -1.130, -0.827)  0.12
H (-2.123, 1.254, 1.005)  0.12

Properties
2S+1 = 1
LUMO = -0.203 eV
SMILES = O=Cc1ncco1

=====

ii | ORCA calculation (the ωB97M-V functional and the def2-TZVPD basis) on a cluster of 2 separate species, C4H3NO2 in total.

Last column: Löwdin charge in e.
Element x y z (Å)
O (-0.151, -1.730, 1.572)  0.06
C (0.101, -2.015, 0.426)  -0.23
C (0.220, -1.031, -0.639)  0.06
N (0.315, -0.226, -1.474)  -0.11
O (0.407, 0.622, -2.310)  0.06
H (0.261, -3.054, 0.098)  0.12
C (-0.245, 2.296, 0.170)  0.00
C (-0.338, 1.448, 1.019)  -0.01
H (-0.160, 3.037, -0.596)  0.03
H (-0.409, 0.652, 1.734)  0.02

Properties
2S+1 = 1
LUMO = -0.742 eV
SMILES = O=CC#[N+][O-].C#C

=====

iii | ORCA calculation (the ωB97M-V functional and the def2-TZVPD basis) on an isolated molecule of C4H3NO2.

Last column: Löwdin charge in e.
Element x y z (Å)
N (2.023, -0.404, -0.021)  0.19
C (0.812, -0.085, -0.016)  -0.43
C (-0.371, -1.003, 0.161)  -0.15
C (-1.561, -0.242, 0.459)  0.20
C (-1.073, 1.163, 0.041)  -0.45
O (-1.732, 2.146, -0.096)  0.16
O (0.305, 1.188, -0.148)  0.09
H (2.636, 0.405, -0.125)  0.08
H (-0.180, -1.988, 0.590)  0.13
H (-0.860, -1.181, -0.846)  0.18

Properties
2S+1 = 1
LUMO = -1.751 eV

=====

Computed stability ranking, most favorable first: i, iii, ii